No. 1
Entry from the Open Molecules 2025 dataset: a molecular structure, C34H26F6N3OPPbSb (wB97M-V/def2-TZVPD).

```
73
Properties=species:S:1:pos:R:3:lowdin_spin:R:1
Pb -0.518 -1.287 -0.188 0.272
O -3.700 -3.848 1.191 0.015
C -2.994 -2.993 0.678 0.007
N -1.664 -3.059 0.482 0.076
C -0.960 -4.128 1.176 0.006
C 0.196 -3.581 1.979 0.010
C 0.440 -3.964 3.286 0.001
C 1.522 -3.416 3.952 0.003
C 2.341 -2.515 3.291 0.000
C 2.025 -2.173 1.991 0.009
N 0.973 -2.692 1.354 0.065
C -3.649 -1.704 0.219 0.005
C -4.990 -1.483 0.473 0.001
C -5.541 -0.275 0.089 0.002
C -4.746 0.669 -0.546 0.000
C -3.419 0.369 -0.768 0.005
N -2.888 -0.798 -0.391 0.037
H -0.560 -4.855 0.461 0.001
H -1.656 -4.656 1.827 0.001
H -0.235 -4.651 3.779 0.000
H 1.710 -3.671 4.987 0.000
H 3.191 -2.058 3.778 0.000
H 2.613 -1.446 1.445 0.000
H -5.550 -2.254 0.981 0.000
H -6.582 -0.062 0.295 0.000
H -5.140 1.627 -0.853 0.000
H -2.750 1.072 -1.249 0.001
C -0.417 5.885 -1.314 0.004
C -1.213 4.922 -1.923 0.000
C -0.916 3.580 -1.759 0.005
C 0.187 3.183 -1.003 0.024
C 0.983 4.151 -0.399 0.007
C 0.677 5.498 -0.553 0.001
P 0.480 1.396 -0.831 0.104
C 1.859 1.276 0.350 0.007
C 3.167 0.970 -0.020 -0.001
C 4.171 0.941 0.942 0.000
C 3.872 1.220 2.269 -0.001
C 2.567 1.517 2.646 0.000
C 1.563 1.543 1.689 0.000
C 1.193 0.880 -2.427 0.011
C 1.894 1.800 -3.161 0.001
C 2.442 1.486 -4.422 0.002
C 2.256 0.243 -4.942 0.002
C 1.522 -0.742 -4.233 0.007
C 1.321 -2.020 -4.817 -0.008
C 0.612 -2.985 -4.174 0.009
C 0.078 -2.715 -2.891 0.018
C 0.261 -1.498 -2.300 0.200
C 0.983 -0.448 -2.951 0.021
H -0.654 6.934 -1.427 0.000
H -2.070 5.218 -2.513 0.000
H -1.542 2.832 -2.233 0.001
H 1.835 3.860 0.203 0.001
H 1.295 6.245 -0.073 0.000
H 3.406 0.762 -1.055 0.000
H 5.187 0.706 0.651 0.000
H 4.658 1.199 3.014 0.000
H 2.314 1.710 3.680 0.000
H 0.549 1.779 1.992 0.000
H 2.027 2.802 -2.770 0.000
H 2.998 2.236 -4.969 0.000
H 2.660 -0.015 -5.914 0.000
H 1.745 -2.209 -5.797 0.000
H 0.456 -3.954 -4.630 0.002
H -0.478 -3.496 -2.382 0.003
F -0.715 -0.613 2.379 0.054
Sb -1.654 0.171 3.861 0.003
F 0.017 0.478 4.681 0.002
F -1.476 1.825 2.961 0.001
F -2.572 0.968 5.281 0.000
F -3.255 -0.156 2.918 0.001
F -1.742 -1.531 4.648 0.002
```

E_LUMO (alpha / beta) = -0.28 / -1.82 eV
Kohn-Sham gap (alpha / beta) = 7.2 / 6.8 eV
charge = 0
spin multiplicity = 2
strongest force on any atom = 0.5 eV/A
relative energy (zero: lowest compared OMol25 entry of this formula, charge and spin) = 0.0 kJ/mol

No. 2
Entry from the Open Molecules 2025 dataset: a molecular structure, C34H27B2InN7O22 in a non-equilibrium geometry (wB97M-V/def2-TZVPD).

```
93
Properties=species:S:1:pos:R:3:lowdin_charge:R:1
In -4.281 9.736 1.439 0.993
O -7.699 -2.285 5.048 0.238
C -7.768 -1.088 5.365 -0.300
O -7.014 -0.105 4.936 0.272
B -7.238 1.088 5.803 -0.814
O -8.448 0.749 6.568 0.275
C -8.788 -0.510 6.326 -0.274
O -9.594 -1.149 7.028 0.223
O -7.387 2.318 5.001 0.271
C -6.338 3.092 5.175 -0.289
O -6.067 4.214 4.679 0.158
C -5.423 2.399 6.227 -0.283
O -6.054 1.316 6.660 0.265
O -4.337 2.849 6.655 0.181
O -3.215 3.644 0.002 0.143
C -3.077 2.399 -0.208 -0.337
O -3.200 1.407 0.587 0.287
B -3.016 0.132 -0.154 -0.744
O -2.777 0.648 -1.546 0.288
C -2.801 1.891 -1.572 -0.452
O -2.568 2.565 -2.550 0.204
O -1.918 -0.715 0.376 0.269
C -2.361 -1.919 0.659 -0.280
O -1.808 -2.869 1.238 0.204
C -3.902 -1.943 0.307 -0.307
O -4.204 -0.746 -0.125 0.272
O -4.632 -2.915 0.248 0.239
C -0.315 0.759 -6.445 -0.067
C 0.221 1.961 -7.144 -0.272
N 0.644 2.897 -7.697 0.110
H -1.396 0.772 -6.305 0.082
H 0.128 0.838 -5.452 0.069
H 0.156 -0.119 -6.888 0.079
C -3.833 -3.961 -4.961 -0.081
C -4.759 -3.603 -5.996 -0.301
N -5.531 -3.318 -6.790 0.135
H -3.643 -3.156 -4.250 0.078
H -2.936 -4.323 -5.463 0.084
H -4.206 -4.793 -4.363 0.086
C -1.294 -7.558 5.541 -0.074
C -2.661 -7.483 4.985 -0.276
N -3.784 -7.474 4.629 0.112
H -1.154 -8.491 6.087 0.082
H -1.218 -6.658 6.152 0.081
H -0.595 -7.570 4.705 0.077
C -2.775 7.766 -6.443 -0.060
C -3.514 8.121 -5.181 -0.266
N -4.064 8.309 -4.196 0.097
H -2.023 8.525 -6.658 0.077
H -3.386 7.480 -7.299 0.081
H -2.157 6.896 -6.220 0.077
C 4.627 -4.902 -0.734 -0.082
C 4.987 -4.639 0.574 -0.049
C 6.371 -4.614 0.916 0.016
C 7.384 -4.824 -0.044 -0.102
C 6.946 -5.127 -1.364 0.007
C 5.595 -5.189 -1.697 -0.066
N 8.815 -4.639 0.360 -0.339
O 9.111 -4.242 1.502 0.060
O 9.636 -4.791 -0.511 0.092
H 3.607 -4.848 -1.086 0.106
H 4.247 -4.478 1.343 0.106
H 6.654 -4.324 1.917 0.112
H 7.576 -5.213 -2.237 0.116
H 5.253 -5.442 -2.690 0.110
C 2.840 2.627 3.044 -0.030
C 1.614 2.194 3.615 -0.073
C 1.558 1.015 4.300 0.004
C 2.704 0.195 4.456 -0.127
C 3.938 0.658 3.997 0.020
C 3.990 1.768 3.101 -0.010
N 2.628 -1.059 5.186 -0.327
O 3.699 -1.562 5.541 0.072
O 1.535 -1.496 5.581 0.077
H 2.838 3.583 2.542 0.102
H 0.761 2.851 3.538 0.109
H 0.532 0.722 4.462 0.123
H 4.844 0.100 4.182 0.118
H 4.873 2.142 2.604 0.106
C 5.440 1.521 -3.712 -0.078
C 4.320 1.583 -2.878 -0.068
C 3.560 2.740 -2.804 -0.006
C 3.839 3.865 -3.631 -0.120
C 4.880 3.754 -4.528 0.012
C 5.664 2.577 -4.539 -0.068
N 3.043 5.124 -3.448 -0.334
O 2.215 5.119 -2.554 0.066
O 3.447 6.120 -4.042 0.078
H 6.050 0.638 -3.829 0.111
H 4.010 0.679 -2.373 0.104
H 2.646 2.737 -2.229 0.109
H 5.229 4.573 -5.140 0.121
H 6.504 2.484 -5.211 0.111
```

E_LUMO = -10.35 eV
Kohn-Sham gap = 1.2 eV
charge = +1
strongest force on any atom = 7.1 eV/A
relative energy (zero: lowest compared OMol25 entry of this formula, charge and spin) = 0.0 kJ/mol

No. 3
Entry from the Open Molecules 2025 dataset: a molecular structure, C34H27N12O2Tb in a non-equilibrium geometry (wB97M-V/def2-TZVPD).

```
76
Properties=species:S:1:pos:R:3:lowdin_spin:R:1
Tb -0.343 0.756 -0.274 6.106
C 3.965 1.363 -2.467 0.000
C 2.666 1.505 -2.140 0.000
N 2.110 0.687 -1.195 -0.015
C 2.926 -0.254 -0.586 0.000
C 4.227 -0.404 -1.057 0.000
N 4.755 0.409 -1.907 0.001
C 2.330 -1.150 0.441 -0.001
C 2.966 -2.386 0.791 0.000
C 2.578 -3.055 2.004 0.000
C 1.536 -2.494 2.751 0.000
C 0.777 -1.420 2.193 0.000
N 1.211 -0.708 1.104 -0.012
C -0.529 -0.978 2.638 -0.001
C -1.170 -1.738 3.625 0.000
N -2.239 -1.318 4.284 0.000
C -2.672 -0.093 3.915 0.000
C -2.058 0.668 2.897 -0.001
N -1.088 0.144 2.172 -0.013
C 3.235 -4.346 2.391 0.000
C 2.438 -5.450 2.646 0.000
C 3.110 -6.651 2.865 0.000
N 4.453 -6.779 3.018 0.000
C 5.192 -5.687 2.794 0.000
C 4.610 -4.423 2.390 0.000
H 4.503 1.941 -3.220 0.000
H 2.075 2.296 -2.539 0.000
H 4.809 -1.263 -0.682 0.000
H 3.830 -2.849 0.269 0.000
H 1.519 -2.776 3.786 0.000
H -0.598 -2.612 4.017 0.000
H -3.532 0.247 4.511 0.000
H -2.413 1.679 2.711 0.000
H 1.339 -5.381 2.717 0.000
H 2.587 -7.584 3.073 0.000
H 6.268 -5.872 2.836 0.000
H 5.249 -3.520 2.227 0.000
C -1.295 4.032 -3.471 0.000
C -0.680 3.580 -2.231 0.000
O -0.790 2.271 -2.024 -0.015
C -0.005 4.375 -1.246 0.000
C 0.187 5.730 -1.527 0.000
C 0.950 6.542 -0.678 0.000
C 1.421 6.003 0.498 0.000
C 1.194 4.687 0.874 0.000
C 0.412 3.856 0.081 -0.001
O -0.030 2.679 0.543 -0.017
H -1.289 5.154 -3.620 0.000
H -2.367 3.684 -3.436 0.000
H -0.828 3.566 -4.382 0.000
H -0.387 6.141 -2.344 0.000
H 1.140 7.600 -0.939 0.000
H 2.034 6.671 1.190 0.000
H 1.657 4.243 1.803 0.000
N -3.373 2.940 0.033 0.000
C -3.691 1.587 -0.073 0.000
N -4.959 1.285 0.190 0.000
C -5.395 0.204 -0.467 0.000
N -6.757 -0.081 -0.472 0.000
N -4.594 -0.671 -1.146 0.000
C -3.334 -0.360 -1.119 -0.001
N -2.778 0.687 -0.568 -0.013
C -2.475 -1.319 -1.916 -0.001
C -3.081 -2.144 -2.883 0.000
C -2.245 -2.878 -3.728 0.000
C -0.850 -2.749 -3.579 0.000
C -0.327 -1.893 -2.618 0.000
N -1.115 -1.196 -1.792 -0.015
H -4.011 3.371 0.682 0.000
H -2.393 3.141 0.241 0.000
H -7.269 0.375 0.208 0.000
H -7.019 -0.986 -0.905 0.000
H -4.128 -2.167 -2.990 0.000
H -2.743 -3.525 -4.382 0.000
H -0.155 -3.261 -4.334 0.000
H 0.747 -1.677 -2.472 0.000
```

E_LUMO (alpha / beta) = -6.37 / -6.36 eV
Kohn-Sham gap (alpha / beta) = 7.0 / 7.0 eV
charge = +2
spin multiplicity = 7
strongest force on any atom = 4.8 eV/A

> The lowest charge belongs to which entry?

C34H26F6N3OPPbSb

> Among the records above, which one has the lowest strongest force on any atom?

C34H26F6N3OPPbSb